73
Properties=species:S:1:pos:R:3:forces:R:3:lowdin_charge:R:1 method="wB97M-V/def2-TZVPD" mol_weight_g_mol=519.50 fmax_ha_per_bohr=0.0479 smiles="NP(O)[C@H]1C[C@@H](F)OC1=O.CCOC(C)=O.CCOC(C)=O.CCOC(C)=O.CCOC(C)=O"
N 4.36094 1.12539 -0.14166 -1.34 -0.13 -0.26 -0.18
P 3.17950 -0.05024 0.34847 0.10 -0.12 1.52 0.86
O 3.54265 -1.35378 -0.56153 -0.20 0.38 -0.33 -0.32
C 1.62161 0.61467 -0.44583 0.05 -0.49 -0.38 -0.33
C 0.91050 -0.20668 -1.54628 -1.09 0.47 0.55 -0.07
C -0.17261 0.83867 -1.82139 2.25 -0.17 -0.99 -0.40
F -1.22329 0.46403 -2.57676 -0.58 -0.40 0.35 0.08
O -0.56522 1.22619 -0.54192 -1.41 0.21 1.19 0.05
C 0.38295 0.84558 0.40606 1.07 -0.27 -0.76 -0.47
O 0.20007 0.71088 1.57170 -0.48 0.59 -0.41 0.14
H 4.01435 1.98731 0.28114 0.41 0.10 0.27 0.03
H 4.22541 1.27803 -1.13974 0.59 0.11 -0.17 0.02
H 3.86788 -1.09504 -1.43796 0.26 -0.05 -0.11 0.03
H 1.80506 1.60303 -0.88603 0.41 0.05 0.04 0.12
H 1.50185 -0.53388 -2.38567 0.07 0.00 -0.23 0.12
H 0.34796 -1.00535 -1.06451 0.45 -0.69 -0.18 0.14
H 0.34471 1.62490 -2.37800 -0.50 0.64 0.12 0.16
C -1.96313 -0.96278 3.33817 0.15 -0.16 0.12 -0.05
C -2.76037 -1.95432 2.51824 -0.11 0.26 0.21 -0.24
O -2.01156 -3.13847 2.23211 -0.05 -0.06 -0.36 0.00
C -1.92968 -4.18538 3.07622 0.08 0.06 0.31 -0.53
C -2.42991 -4.03364 4.49435 -0.43 -0.03 -0.06 0.01
O -1.40565 -5.19516 2.69808 0.02 -0.04 -0.12 0.11
H -1.69910 -1.36775 4.31583 -0.12 -0.01 0.03 0.07
H -2.53308 -0.04552 3.48889 0.00 0.00 -0.04 0.09
H -1.03432 -0.71847 2.82807 -0.07 0.06 -0.01 0.05
H -3.71803 -2.20420 2.97972 0.03 -0.04 0.04 0.11
H -2.98987 -1.51572 1.54679 0.07 -0.12 -0.08 0.12
H -1.59143 -3.76095 5.13347 0.02 0.01 -0.01 0.10
H -2.82360 -4.99371 4.81822 0.18 -0.07 0.00 0.09
H -3.22503 -3.30149 4.61256 0.12 0.10 0.02 0.07
C -2.13244 4.56824 -0.00539 -0.05 0.15 -0.02 -0.06
C -0.75285 4.39321 0.59331 -0.34 -0.02 0.10 -0.23
O 0.15838 5.38826 0.11943 0.31 -0.22 -0.09 0.00
C 0.27270 6.61357 0.66860 -0.25 0.17 0.06 -0.53
C -0.76301 7.07743 1.66730 0.13 -0.22 0.35 0.01
O 1.16102 7.33108 0.30503 0.10 -0.03 -0.06 0.11
H -2.57848 5.52036 0.28338 -0.02 -0.03 0.07 0.07
H -2.79346 3.76472 0.31988 0.02 -0.03 -0.01 0.08
H -2.07353 4.55613 -1.09393 0.02 -0.08 0.00 0.08
H -0.77287 4.36883 1.68407 -0.02 0.09 0.00 0.12
H -0.35044 3.43621 0.27556 0.17 0.12 -0.08 0.09
H -1.52617 7.64846 1.14058 -0.01 0.00 -0.02 0.10
H -0.27097 7.72618 2.38736 0.02 0.13 -0.13 0.09
H -1.23699 6.27423 2.22627 -0.10 0.00 -0.12 0.07
C 8.63056 -2.76745 -3.82362 -0.17 -0.03 0.00 -0.06
C 8.72702 -1.46619 -3.05513 0.18 -0.24 -0.05 -0.23
O 7.49781 -0.73366 -3.09127 0.06 0.33 -0.03 0.01
C 6.48313 -0.94714 -2.24514 0.07 -0.20 -0.08 -0.50
C 6.50125 -2.16866 -1.36037 0.24 0.19 0.31 0.02
O 5.55877 -0.17052 -2.26505 -0.13 -0.32 -0.31 0.06
H 7.89164 -3.43943 -3.38705 0.05 -0.02 0.06 0.07
H 9.59438 -3.27626 -3.83254 0.01 0.02 0.00 0.08
H 8.32614 -2.57502 -4.85229 0.06 0.03 -0.01 0.08
H 9.05858 -1.61359 -2.02691 -0.07 -0.02 0.02 0.11
H 9.45946 -0.81469 -3.52776 -0.10 0.11 -0.01 0.12
H 5.94039 -2.96667 -1.84591 -0.01 -0.01 0.00 0.10
H 6.01463 -1.91993 -0.42217 -0.19 0.00 -0.06 0.08
H 7.50013 -2.52501 -1.12393 -0.01 -0.07 -0.16 0.07
C -6.98137 -0.96219 -2.06039 -0.07 -0.13 0.04 -0.06
C -6.31125 -0.35849 -0.84373 0.03 -0.03 -0.24 -0.24
O -6.94359 -0.76665 0.37160 -0.03 0.26 0.18 0.00
C -6.65303 -1.91858 1.00705 -0.02 -0.29 -0.17 -0.53
C -5.81332 -2.96025 0.30479 0.45 0.19 0.04 0.01
O -7.11821 -2.11512 2.09454 -0.02 0.09 0.09 0.11
H -6.91116 -2.04998 -2.06000 0.07 0.00 -0.03 0.07
H -6.51986 -0.58864 -2.97472 0.01 0.02 0.01 0.08
H -8.04057 -0.70569 -2.07166 0.01 0.07 -0.01 0.08
H -5.24080 -0.56860 -0.81321 -0.01 -0.06 0.01 0.11
H -6.41488 0.72497 -0.86879 -0.05 0.00 0.12 0.12
H -6.46868 -3.67931 -0.18419 -0.03 0.01 0.01 0.10
H -5.21758 -3.47762 1.05304 -0.16 -0.10 0.06 0.08
H -5.12011 -2.55266 -0.42741 -0.11 -0.03 -0.10 0.07


49
Properties=species:S:1:pos:R:3:forces:R:3:lowdin_charge:R:1 method="wB97M-V/def2-TZVPD" mol_weight_g_mol=600.83 fmax_ha_per_bohr=0.1791 smiles="CCOCCO[C@@H]1COC(=O)O1.ClCCl.ClCCl.ClCCl.ClCCl.ClCCl"
C -4.26933 2.74844 0.20016 0.58 0.43 -0.54 -0.13
C -3.17903 1.66961 -0.38801 -1.38 -0.45 0.24 -0.26
O -1.78649 1.91032 0.02125 -0.38 -0.01 -2.18 -0.22
C -0.88133 2.06301 -1.12787 0.90 0.66 0.48 -0.16
C -0.70887 0.72826 -2.06364 -2.07 1.03 -1.02 -0.15
O 0.66004 0.74535 -2.60078 -0.41 -3.33 2.22 -0.11
C 1.43802 -0.43638 -2.20229 3.87 2.24 -2.65 -0.27
C 1.58744 -1.70079 -3.27449 -2.04 0.24 2.05 -0.03
O 2.34936 -2.60341 -2.34842 -0.47 1.91 2.83 -0.05
C 2.24921 -2.16029 -0.91823 2.26 -2.23 1.21 -0.19
O 2.93137 -2.80399 0.03192 -5.03 4.76 -6.07 0.01
O 1.37239 -0.94575 -0.82400 1.94 -3.55 -1.50 0.01
H -3.90953 3.83754 -0.12378 -0.97 -2.31 0.60 0.09
H -5.32493 2.48668 -0.28995 2.57 0.73 1.14 0.01
H -4.36276 2.76341 1.37168 0.26 -0.29 -2.35 0.09
H -3.30394 1.67974 -1.56770 0.40 -0.12 2.41 0.13
H -3.47905 0.60962 0.04821 0.62 2.03 -1.13 0.13
H 0.19072 2.31960 -0.69008 -2.29 -0.68 -0.76 0.13
H -1.19639 3.02827 -1.75289 0.52 -2.25 1.02 0.15
H -1.43559 0.88129 -2.99799 1.61 -0.49 1.89 0.14
H -1.03812 -0.27819 -1.56617 0.95 2.00 -0.58 0.15
H 2.55112 -0.00586 -2.23684 -2.32 -0.65 -0.08 0.19
H 0.55105 -2.22400 -3.42934 1.95 0.97 0.00 0.14
H 2.10389 -1.45011 -4.32029 -0.77 -0.55 2.85 0.17
Cl 2.00343 -6.46737 2.02631 -0.01 0.09 0.12 0.50
C 3.20999 -5.98693 0.82700 0.28 0.36 0.00 -1.03
Cl 3.10302 -6.99418 -0.62180 0.08 0.05 -0.04 0.50
H 3.03936 -4.94412 0.54868 -0.05 -0.37 0.01 -0.02
H 4.20655 -6.09435 1.26211 -0.30 -0.13 -0.10 0.03
Cl -1.21809 -3.47726 1.13087 0.08 -0.01 -0.15 0.50
C -0.04956 -2.74643 2.23783 0.43 0.14 -0.02 -1.05
Cl -0.78127 -2.42645 3.81491 0.10 0.03 0.00 0.51
H 0.79257 -3.43036 2.36854 -0.31 0.07 -0.01 0.01
H 0.30315 -1.80413 1.81158 -0.21 -0.20 0.11 0.02
Cl 3.16618 -0.37983 3.75332 -0.05 -0.11 -0.03 0.51
C 4.41405 -1.14282 2.76055 -0.15 -0.42 -0.10 -1.02
Cl 5.64873 0.02758 2.28022 0.14 -0.04 -0.07 0.52
H 4.88668 -1.94264 3.33583 -0.06 0.33 -0.07 0.03
H 3.94979 -1.55865 1.86303 0.09 0.22 0.19 0.00
Cl 4.96732 4.79426 0.06160 0.11 0.02 0.02 0.50
C 4.58518 3.46647 1.16427 0.25 -0.18 0.23 -1.05
Cl 2.90178 2.95681 0.98704 0.02 -0.11 0.08 0.49
H 5.23865 2.61955 0.94127 -0.26 0.24 -0.04 -0.01
H 4.74984 3.79892 2.19207 -0.14 -0.02 -0.30 0.03
Cl -7.54843 5.20243 -0.40946 -0.08 0.03 -0.05 0.50
C -8.58552 3.77101 -0.38803 -0.36 0.02 -0.13 -1.01
Cl -7.73432 2.37884 0.29188 -0.40 -0.09 0.03 0.53
H -9.46834 3.98038 0.22093 0.33 -0.05 -0.07 0.03
H -8.89000 3.53690 -1.41101 0.21 0.05 0.26 0.03


Number 1: Kohn-Sham gap 9.323 eV. Number 2: Kohn-Sham gap 9.991 eV.